Entry 1:
The following is a DFT calculation (ωB97M-V/def2-TZVPD) of an isolated molecule of C6H10 at a distorted geometry.

LUMO (eV): 0.8
Kohn-Sham gap (eV): 9.47
Energy above the lowest of the compared OMol25 structures with the same formula, charge and spin (eV): 2.962
E_HOMO (eV): -8.71

```
! wB97M-V def2-TZVPD RIJCOSX def2/J DEFGRID3
* xyz 0 1
C 2.31446 0.42000 0.12199
C 1.81503 -0.82104 0.79650
C 0.56219 -0.82721 1.18872
C -0.50003 -0.92374 0.42666
C -1.86316 -0.36563 0.35645
C -1.69842 0.95799 -0.41062
H 1.66714 1.27256 0.35308
H 3.33314 0.64000 0.43240
H 2.30624 0.29390 -0.97364
H -0.15152 -1.24428 -0.55785
H 2.35905 -1.75415 0.71922
H -2.33365 -0.21490 1.32824
H -2.46458 -1.06456 -0.23215
H -1.08459 0.80783 -1.30987
H -2.65785 1.37354 -0.72455
H -1.16977 1.69129 0.20930
*
```

---

Entry 2:
The following is a DFT calculation (ωB97M-V/def2-TZVPD) of an isolated molecule of C6H10.

LUMO (eV): 1.2
Kohn-Sham gap (eV): 10.56
Energy above the lowest of the compared OMol25 structures with the same formula, charge and spin (eV): 1.591
E_HOMO (eV): -9.40

```
! wB97M-V def2-TZVPD RIJCOSX def2/J DEFGRID3
* xyz 0 1
C 0.96342 -0.84783 -0.37460
C 0.92859 0.58283 0.18280
C 0.13741 1.60846 -0.63920
C -1.96987 -0.37782 1.20869
C -1.29466 -1.11896 0.37393
C -0.35281 -1.60694 -0.38415
H 1.97662 0.89454 0.20303
H 1.36668 -0.80139 -1.39329
H 1.68355 -1.42274 0.22468
H 0.58850 0.59628 1.22632
H -0.93325 1.62565 -0.41046
H 0.52231 2.61671 -0.44902
H 0.23978 1.41101 -1.71215
H -1.88656 -0.54403 2.27845
H -2.55781 0.46604 0.85872
H -0.45005 -2.52663 -0.96320
*
```

---

Entry 3:
The following is a DFT calculation (ωB97M-V/def2-TZVPD) of an isolated molecule of C6H10 at a distorted geometry.

LUMO (eV): 1.0
Kohn-Sham gap (eV): 9.29
Energy above the lowest of the compared OMol25 structures with the same formula, charge and spin (eV): 2.441
E_HOMO (eV): -8.33

```
! wB97M-V def2-TZVPD RIJCOSX def2/J DEFGRID3
* xyz 0 1
C -0.23840 -0.13164 -1.56938
C 0.00383 0.31992 -0.15281
C 0.54736 -0.62176 0.58154
C 0.52578 -2.06169 0.41738
C -0.42350 2.44371 1.23658
C -0.46081 1.71469 0.12116
H -0.93921 0.30779 -2.31721
H -0.64614 -1.21126 -1.70640
H 0.79172 -0.39078 -2.03490
H 1.02282 -0.26536 1.48847
H 1.24268 -2.24181 -0.49171
H -0.44353 -2.49013 0.12280
H 0.85509 -2.63633 1.35170
H 0.08804 1.95012 2.13911
H -0.85844 3.32179 1.54471
H -1.06729 1.99273 -0.73104
*
```

---

Entry 4:
The following is a DFT calculation (ωB97M-V/def2-TZVPD) of an isolated molecule of C6H10.

LUMO (alpha / beta) (eV): 0.1 / 0.0
Kohn-Sham gap (alpha / beta) (eV): 7.38 / 7.05
Energy above the lowest of the compared OMol25 structures with the same formula, charge and spin (eV): 5.019
E_HOMO (alpha / beta) (eV): -7.25 / -7.01

```
! wB97M-V def2-TZVPD RIJCOSX def2/J DEFGRID3
* xyz 0 1
C -1.85988 -0.08806 0.86693
C -1.80987 0.33358 -0.59854
C -0.49839 0.26684 -1.32291
C 0.72240 -0.10017 -0.78360
C 1.43645 -0.65132 0.15188
C 2.73274 -0.36970 0.80679
H -1.41997 -1.07577 1.03455
H -2.90988 -0.14232 1.17783
H -1.35699 0.62246 1.52982
H -2.32339 1.29122 -0.74355
H -2.37833 -0.40427 -1.18158
H -0.56248 0.37125 -2.40685
H 0.96649 0.84002 -1.46392
H 3.20792 -1.30565 1.11982
H 3.41139 0.14743 0.11371
H 2.64179 0.26444 1.69962
*
```